Computed, not measured: an isolated molecule of C13H18O3 in a non-equilibrium geometry, with ωB97M-V/def2-TZVPD.

```
34
Properties=species:S:1:pos:R:3:forces:R:3:nbo_charge:R:1
O -0.49589 -2.00912 -1.13154 -1.0 0.6 1.2 -0.520
O -3.40989 -2.25340 -1.48158 0.6 0.5 0.8 -0.473
O -3.70544 0.07143 2.58359 0.4 -1.3 -1.1 -0.512
C 0.72162 1.92679 0.12332 0.5 1.2 0.4 -0.402
C 1.37551 0.57877 -0.17201 -1.2 -0.7 0.9 -0.211
C -2.75326 -1.67787 -0.43970 -2.4 1.3 2.0 0.294
C -3.01548 -0.50634 1.72099 -1.1 2.4 1.1 0.446
C -0.66562 -0.67866 0.81516 -2.3 0.8 2.9 -0.017
C 0.85253 -0.43042 0.89487 -1.2 -0.2 -0.8 -0.433
C -2.71117 -2.99674 -2.45031 0.8 -0.2 -1.1 -0.246
C 1.28887 3.02501 -0.80259 -0.9 0.3 0.3 -0.610
C -1.57313 -0.25565 1.81736 3.1 -1.5 -3.4 -0.200
C -3.59076 -1.13477 0.54193 1.3 -1.9 -1.5 -0.322
C -1.25349 -1.50503 -0.29251 1.5 -0.6 -1.7 0.453
C 3.56747 1.04276 1.07415 0.7 0.1 0.1 -0.618
C 2.89581 0.53866 -0.19800 0.1 0.4 -0.1 -0.400
H 3.21745 -0.49787 -0.30749 -0.1 -0.1 -0.3 0.208
H -0.38101 1.89312 0.04402 0.5 -0.2 -0.2 0.213
H -3.41466 -3.50315 -3.11033 -0.4 0.4 0.2 0.193
H -2.04599 -2.36917 -3.06888 -0.3 -0.2 0.3 0.192
H 1.11705 2.70314 -1.83563 0.3 0.2 0.0 0.203
H 3.41505 0.34432 1.89593 -0.1 0.0 0.1 0.203
H 0.90331 2.20076 1.18570 0.0 -0.1 -0.5 0.191
H 3.25884 1.09158 -1.07492 0.0 -0.1 0.2 0.209
H -4.67663 -1.31652 0.47147 0.7 0.4 0.1 0.246
H -2.12419 -3.77151 -1.99103 0.4 -0.3 0.2 0.187
H 1.31635 -1.40854 0.76352 0.2 0.0 0.0 0.232
H 1.08649 -0.04377 1.88539 -0.1 -0.1 0.1 0.216
H 2.34101 3.19482 -0.60200 0.2 -0.2 -0.2 0.204
H 0.97137 0.26488 -1.12780 0.2 -0.3 -0.4 0.212
H 3.22113 2.02715 1.40903 0.1 -0.1 -0.2 0.204
H 4.66438 1.07296 0.92369 -0.5 0.2 0.1 0.216
H -1.20608 0.36160 2.61148 -0.1 0.1 0.5 0.228
H 0.80849 4.02076 -0.67530 0.1 -0.7 0.0 0.213
```
Forces are in eV/Å.

Calculated values
Orbital gap (eV): 7.828
Spin multiplicity: 1
Charge: 0
Lowest unoccupied orbital energy (eV): -1.52
HOMO energy (eV): -9.35



Computed, not measured: an isolated molecule of C5H10N2O2S in a non-equilibrium geometry, with ωB97M-V/def2-TZVPD.

```
20
Properties=species:S:1:pos:R:3:forces:R:3:nbo_charge:R:1
S 0.47438 -0.89800 3.81991 1.0 0.3 -2.4 1.341
O 1.77006 -0.27744 4.12094 0.5 0.2 1.3 -0.962
O 1.55835 -3.24094 2.84509 -1.0 1.3 -0.2 -0.573
N 1.18737 -1.59516 1.32006 -0.6 3.1 1.8 -0.624
N -0.13278 0.04300 2.51425 0.7 1.1 -0.8 -0.865
C 1.11114 -2.14907 2.52826 0.7 -2.2 1.1 0.498
C 0.68971 -0.18902 1.16569 -3.5 -4.0 1.6 0.142
C -1.16231 0.95500 -0.14886 1.2 1.5 -2.6 -0.624
C 0.63493 -0.57238 -1.35792 -0.8 -0.7 0.8 -0.617
C -0.25118 -0.29836 -0.04437 0.3 0.3 -1.2 -0.234
H 1.27539 -2.15662 0.52965 0.4 -1.0 -1.2 0.415
H -0.50590 1.90814 -0.38967 -0.9 -1.8 0.6 0.200
H -0.02602 -0.70313 -2.26595 0.9 1.0 0.9 0.233
H -0.07274 1.04768 2.89650 0.0 -1.8 -1.2 0.399
H 1.48248 0.44600 1.02743 1.8 1.9 -0.1 0.193
H -1.74111 1.22560 0.71927 -0.1 -0.4 0.4 0.232
H -0.76249 -1.25420 -0.01702 -0.9 0.2 0.9 0.212
H 1.35543 0.22944 -1.26837 0.3 0.3 -1.4 0.210
H 1.20098 -1.55949 -1.36403 -0.6 1.2 0.5 0.200
H -1.84678 0.94904 -1.05685 0.7 -0.4 1.2 0.224
```
Forces are in eV/Å.

Calculated values
Orbital gap (eV): 9.823
Spin multiplicity: 1
Charge: 0
Lowest unoccupied orbital energy (eV): 0.52
HOMO energy (eV): -9.31



Computed, not measured: a structure of composition C7H9N8RuSTe4, with ωB97M-V/def2-TZVPD.

```
30
Properties=species:S:1:pos:R:3:forces:R:3:nbo_charge:R:1
Te -2.59284 -0.33979 4.55557 0.0 0.0 0.0 0.130
Te -0.82559 -1.82618 3.20992 0.0 0.0 -0.2 0.115
Te -3.64405 -1.42207 0.65727 0.0 0.0 0.1 0.043
Te -4.66569 -0.40064 2.87403 -0.1 0.0 0.0 0.228
Ru -1.02043 -1.04840 0.75732 0.1 0.0 0.2 0.560
S 1.08678 -2.16541 0.58512 -0.1 0.2 -0.1 -0.184
N 1.97576 -1.47884 -1.84974 0.0 0.1 0.4 -0.747
N -1.18895 -0.64843 -1.24252 0.0 -0.2 0.0 -0.669
N 0.12298 3.79910 1.25825 0.0 0.0 0.0 -0.406
N 2.35832 3.30430 1.45831 0.0 0.0 0.0 -0.772
N 0.96213 -2.19539 -4.48671 0.0 -0.2 -0.2 -0.516
N 0.98344 -3.52705 -1.70281 -0.2 -0.1 -0.2 -0.748
N -1.14395 -1.24684 -3.60580 -0.4 0.0 -0.2 -0.624
N -0.49625 1.10447 1.26809 0.0 0.1 -0.2 -0.440
C 1.07621 2.87634 1.37270 0.1 0.0 0.0 0.357
C -1.12623 3.36955 1.16085 -0.1 0.0 0.0 0.048
C -1.46179 2.02827 1.16700 0.0 -0.1 0.0 -0.069
C 0.76075 1.50403 1.36831 -0.1 -0.1 0.1 -0.042
C -0.03444 -1.75112 -4.09919 0.2 0.0 0.0 0.484
C 1.34478 -2.39183 -1.13657 0.2 0.0 0.0 0.386
C -1.15719 -0.96796 -2.37092 0.1 0.3 0.2 0.648
H 2.10659 -1.59661 -2.84899 0.0 0.0 -0.1 0.449
H -1.89787 4.12325 1.07142 0.0 0.0 0.0 0.218
H 3.09383 2.68089 1.73779 0.0 0.0 0.0 0.401
H 1.52272 0.73844 1.46165 0.0 0.0 0.0 0.214
H 1.08471 -3.66820 -2.70734 0.0 0.0 0.2 0.445
H 2.51160 4.29386 1.55881 0.0 0.0 0.0 0.419
H 2.23697 -0.61075 -1.41284 0.0 -0.1 0.0 0.424
H 0.51183 -4.22168 -1.14644 0.0 0.0 0.0 0.430
H -2.48412 1.68471 1.08746 0.0 0.0 0.0 0.216
```
Forces are in eV/Å.

Calculated values
Orbital gap (spin up / spin down) (eV): 6.709 / 5.388
Spin multiplicity: 5
Charge: +1
Lowest unoccupied orbital energy (spin up / spin down) (eV): -4.33 / -5.86
HOMO energy (spin up / spin down) (eV): -11.04 / -11.25



Computed, not measured: an isolated molecule of C5H9NS in a non-equilibrium geometry, with ωB97M-V/def2-TZVPD.

```
16
Properties=species:S:1:pos:R:3:forces:R:3:nbo_charge:R:1
S -1.77601 0.69084 1.90284 0.5 0.3 0.2 -0.132
N -0.70595 -0.50334 -0.23729 0.8 0.1 1.1 -0.391
C 1.32237 1.78896 0.06918 0.4 -0.8 -2.5 -0.598
C -1.76582 -1.47106 -0.47410 1.9 0.6 0.0 -0.416
C 0.93552 0.43728 0.62245 0.2 0.5 0.4 -0.295
C -0.57800 0.31064 0.86200 -0.5 -1.2 -1.2 0.128
C 0.78406 -0.65770 -0.45232 -1.5 -0.4 -0.5 -0.206
H 2.27365 1.84225 -0.52103 -0.3 -0.5 0.9 0.213
H 1.05627 -0.38966 -1.50564 0.1 -0.3 1.0 0.200
H 1.48591 0.17495 1.51159 0.3 -0.3 0.2 0.231
H 0.59776 1.94025 -0.74451 -0.1 0.7 0.4 0.209
H -1.81289 -2.24704 0.26571 0.4 -0.6 0.4 0.199
H -2.68066 -0.98561 -0.43359 -1.8 1.1 -0.1 0.227
H 1.08295 -1.69267 -0.18244 0.2 0.7 -0.1 0.201
H -1.55672 -1.80785 -1.45748 -0.3 -0.9 -0.9 0.203
H 1.33756 2.56976 0.77463 -0.3 0.9 0.8 0.227
```
Forces are in eV/Å.

Calculated values
Orbital gap (eV): 9.162
Spin multiplicity: 1
Charge: 0
Lowest unoccupied orbital energy (eV): 0.87
HOMO energy (eV): -8.29



Computed, not measured: the ion C26H29F2N4 with charge +1 in a non-equilibrium geometry, with ωB97M-V/def2-TZVPD.

```
61
Properties=species:S:1:pos:R:3:forces:R:3:nbo_charge:R:1
F -2.83589 2.15188 2.27528 0.1 -1.0 0.1 -0.333
F 2.64174 1.81030 4.23577 -0.3 -1.2 -0.6 -0.333
N -1.12156 -5.39999 -1.19574 0.2 -1.4 0.9 -0.398
N 1.40406 -1.55332 -2.51866 -0.2 1.7 -0.3 -0.398
N 0.17664 -3.94820 -3.15120 0.1 0.3 0.1 -0.394
N 0.00408 -2.45557 0.74688 0.4 -0.2 -1.3 -0.292
C -5.00612 0.75480 3.61251 -0.1 -0.2 0.3 -0.631
C 3.71435 -1.23195 2.52007 0.1 0.2 0.4 -0.195
C -2.46318 -1.91904 2.71214 0.3 -0.1 0.7 -0.200
C -2.69540 0.79836 2.45726 0.4 0.4 -0.5 0.475
C 2.48448 -1.82349 2.23033 -0.4 0.1 -0.3 -0.205
C 2.14929 -0.33169 -2.15435 -0.2 -0.3 0.1 -0.410
C 0.53634 -1.71047 -0.24946 0.0 0.1 -0.1 -0.029
C 2.56291 0.59625 3.58773 -0.1 0.3 -0.8 0.463
C 1.25320 -1.16742 2.55868 1.4 0.3 0.3 -0.101
C -0.38981 -5.21692 -3.56897 1.0 -0.3 0.2 -0.211
C 5.06150 0.69054 3.56010 0.5 -0.2 0.1 -0.639
C -3.63739 -1.27933 3.12770 0.1 -0.1 0.0 -0.180
C -1.84974 -6.17611 -0.17196 0.3 0.4 -0.2 -0.410
C -1.32242 -1.17753 2.32968 -1.2 0.2 0.4 -0.075
C -1.46275 0.21062 2.08002 -0.9 -0.2 -0.4 -0.312
C 1.28784 0.08465 3.25975 0.8 -0.7 -0.8 -0.278
C 0.07380 -3.44306 -1.88685 0.2 -0.1 -0.2 0.247
C -0.53313 -3.67135 0.43866 0.1 -0.1 0.3 -0.043
C 0.85831 -3.26062 -4.24257 -1.2 0.2 -0.2 -0.212
C 3.78328 0.02313 3.16759 -1.2 -0.3 0.5 -0.073
C -1.36620 -5.78687 -2.58390 -0.7 0.2 0.8 -0.212
C 1.79241 -2.18626 -3.77365 0.4 0.3 0.8 -0.211
C -3.78094 0.10588 3.01836 0.5 -0.1 0.0 -0.091
C 0.64597 -2.17273 -1.57732 0.0 -1.1 1.1 0.117
C -0.01488 -1.90990 2.21458 -0.6 -2.2 -1.3 0.025
C -0.54067 -4.21798 -0.85932 0.1 1.6 0.1 0.121
H -0.91602 -4.23529 1.28102 0.0 0.1 -0.1 0.220
H 1.88426 -1.39682 -4.52970 0.1 -0.3 0.1 0.222
H 5.86637 -0.04019 3.50808 0.1 0.0 0.1 0.222
H 2.49527 -2.79462 1.65490 -0.2 1.1 0.9 0.223
H -5.57875 1.42266 2.96045 0.5 0.0 0.1 0.241
H -2.40691 -3.02643 2.78326 0.1 0.9 0.2 0.210
H -2.10447 -7.17066 -0.57555 0.3 0.5 0.3 0.226
H 2.55354 0.13786 -3.07155 -0.4 -0.2 0.6 0.226
H 0.87969 -0.72704 0.06208 0.1 -0.4 -0.2 0.235
H -2.77537 -5.67438 0.11820 -0.2 0.1 -0.2 0.199
H 2.75629 -2.64434 -3.60110 0.6 -0.1 -0.2 0.193
H -0.71708 0.76323 1.44482 -0.8 -0.3 1.3 0.243
H 1.52033 0.37039 -1.57373 0.1 -0.2 -0.7 0.209
H -5.69738 -0.03735 3.91997 0.1 0.1 -0.1 0.220
H -0.87643 -5.05559 -4.52917 -0.1 -0.1 -0.1 0.217
H -1.27430 -6.25558 0.76750 0.0 -0.3 -0.6 0.208
H 0.42715 -5.94112 -3.72983 -0.1 0.3 0.0 0.203
H 0.38536 0.69949 3.40600 0.7 -0.6 0.4 0.255
H 4.65648 -1.79053 2.33044 -0.8 0.6 -0.1 0.230
H -4.71846 1.26059 4.54477 -0.1 0.2 -0.4 0.237
H -1.37129 -6.88741 -2.62561 0.0 0.5 -0.1 0.224
H -2.35236 -5.41626 -2.84183 -0.5 -0.1 -0.2 0.194
H 2.98522 -0.56985 -1.48122 0.1 -0.1 -0.2 0.200
H 5.37698 1.51334 2.90897 -0.4 0.0 0.1 0.238
H 0.11224 -2.81630 -4.93333 0.2 -0.3 0.3 0.204
H -4.45158 -1.82728 3.65106 0.7 0.2 -0.8 0.229
H 4.98416 1.06144 4.58734 0.1 0.0 -0.3 0.242
H -0.04803 -2.95333 2.72621 -0.1 2.1 -0.2 0.231
H 1.40567 -4.02210 -4.80495 0.1 0.2 0.0 0.219
```
Forces are in eV/Å.

Calculated values
Orbital gap (eV): 7.959
Spin multiplicity: 1
Charge: +1
Lowest unoccupied orbital energy (eV): -2.49
HOMO energy (eV): -10.45



Computed, not measured: a cluster of 2 separate species, BH4NO2 in total in a non-equilibrium geometry, with ωB97M-V/def2-TZVPD.

```
8
Properties=species:S:1:pos:R:3:forces:R:3:nbo_charge:R:1
O -0.65999 -0.14269 0.32651 -1.2 0.5 0.1 -0.864
O -1.99338 2.07954 0.11698 -2.2 -1.9 2.1 -0.942
N 1.58011 -1.24940 -0.08046 2.0 -2.4 -1.8 -1.148
B 0.40669 -0.55862 -0.01993 0.3 -0.6 0.6 1.172
H -1.10068 1.87392 -0.01681 2.3 0.2 -0.8 0.458
H 2.39550 -0.95685 -0.62226 -0.5 0.5 0.5 0.420
H -2.12213 1.21495 0.66254 -0.5 2.3 -1.3 0.482
H 1.49388 -2.26084 -0.36656 -0.3 1.4 0.8 0.422
```
Forces are in eV/Å.

Calculated values
Orbital gap (eV): 10.233
Spin multiplicity: 1
Charge: 0
Lowest unoccupied orbital energy (eV): -0.14
HOMO energy (eV): -10.37



Per-record energy relative to the best compared isomer or geometry (same formula, charge and spin), kJ/mol: 6.8, 94.6, 0.0, 93.3, 0.0, 212.6